(1)
The following is a DFT calculation (ωB97M-V/def2-TZVPD) of C14H42O7S7 as an isolated structure.

For the energy relative to the best compared isomer or geometry (same formula, charge and spin), the calculation gives 335.8 kcal/mol.

Geometry (Å):
C (-0.45, -4.91, -2.48)
S (0.70, -3.56, -3.05)
O (-0.21, -2.74, -3.99)
C (1.07, -2.61, -1.50)
H (0.25, -5.61, -2.02)
H (-0.92, -5.31, -3.37)
H (-1.12, -4.38, -1.80)
H (0.35, -1.80, -1.34)
H (1.92, -1.98, -1.77)
H (1.25, -3.35, -0.73)
C (-0.61, -0.71, 0.04)
S (-0.30, 0.97, -0.59)
O (-1.57, 1.79, -0.30)
C (0.90, 1.45, 0.67)
H (-1.38, -1.28, -0.49)
H (-0.79, -0.64, 1.11)
H (0.38, -1.11, -0.19)
H (1.91, 1.10, 0.47)
H (0.47, 1.18, 1.64)
H (0.95, 2.53, 0.54)
C (0.48, 6.09, -0.30)
S (0.23, 4.42, -1.17)
O (1.16, 3.39, -0.35)
C (-1.59, 4.11, -0.77)
H (1.56, 6.26, -0.27)
H (0.04, 6.08, 0.69)
H (0.11, 6.90, -0.92)
H (-1.70, 3.52, 0.14)
H (-1.98, 3.56, -1.63)
H (-2.11, 5.07, -0.79)
C (3.20, -2.26, -0.44)
S (3.13, -1.00, 0.95)
O (1.61, -0.66, 1.13)
C (3.92, -1.94, 2.34)
H (2.44, -2.95, -0.07)
H (4.18, -2.68, -0.66)
H (2.67, -1.87, -1.31)
H (3.68, -1.59, 3.35)
H (5.00, -1.80, 2.34)
H (3.76, -3.01, 2.48)
C (-3.82, -3.01, -3.13)
S (-3.89, -1.70, -1.83)
O (-3.76, -2.37, -0.46)
C (-2.51, -0.56, -2.22)
H (-4.42, -2.59, -3.93)
H (-4.43, -3.90, -2.97)
H (-2.81, -3.29, -3.43)
H (-2.36, 0.27, -1.54)
H (-2.70, -0.09, -3.19)
H (-1.64, -1.14, -2.55)
C (1.97, 3.97, 1.53)
S (3.69, 4.39, 2.02)
O (4.58, 3.74, 1.01)
C (3.69, 6.14, 1.44)
H (1.31, 4.22, 2.37)
H (1.80, 2.92, 1.31)
H (1.70, 4.66, 0.73)
H (4.52, 6.64, 1.92)
H (2.80, 6.71, 1.71)
H (3.93, 6.16, 0.37)
C (-3.68, -4.11, 3.23)
S (-2.13, -3.15, 2.98)
O (-2.03, -2.19, 4.17)
C (-2.46, -2.03, 1.54)
H (-3.63, -4.95, 3.92)
H (-4.01, -4.49, 2.26)
H (-4.52, -3.49, 3.55)
H (-2.10, -1.01, 1.65)
H (-3.52, -1.94, 1.33)
H (-2.13, -2.49, 0.60)

These are the Löwdin partial charges, in e, on atoms 1 to 4: number 1, C, carries -0.23; number 2, S, carries 0.89; number 3, O, carries -0.59; number 4, C, carries -0.28



(2)
The following is a DFT calculation (ωB97M-V/def2-TZVPD) of C7H21BeBrOP2 as an isolated structure.

For the energy relative to the best compared isomer or geometry (same formula, charge and spin), the calculation gives 33.4 kcal/mol.

Geometry (Å):
Be (0.10, 0.00, -0.12)
H (-0.85, -0.55, 1.05)
H (-0.86, 0.48, 1.06)
P (-0.11, -2.32, -0.42)
P (-0.11, 2.32, -0.41)
C (1.40, 3.29, -0.01)
H (1.28, 4.36, -0.28)
H (1.63, 3.21, 1.06)
H (2.25, 2.88, -0.57)
C (-0.40, 2.74, -2.16)
H (-1.34, 2.27, -2.48)
H (-0.46, 3.82, -2.32)
H (0.41, 2.32, -2.77)
C (-1.42, 3.27, 0.46)
H (-1.27, 3.22, 1.54)
H (-1.43, 4.33, 0.15)
H (-2.40, 2.82, 0.22)
C (-0.22, -2.73, -2.20)
H (-0.30, -3.81, -2.36)
H (-1.11, -2.23, -2.62)
H (0.66, -2.34, -2.72)
C (1.33, -3.33, 0.13)
H (1.44, -3.26, 1.22)
H (1.21, -4.39, -0.15)
H (2.25, -2.94, -0.33)
C (-1.52, -3.23, 0.30)
H (-2.46, -2.76, -0.04)
H (-1.53, -4.29, -0.01)
H (-1.49, -3.18, 1.39)
C (1.82, 0.00, 0.75)
O (2.88, 0.00, 1.29)
H (0.70, 0.02, -1.39)
Br (0.46, -0.02, 2.69)

These are the Löwdin partial charges, in e, on atoms 1 to 4: number 1, Be, carries -0.42; number 2, H, carries -0.03; number 3, H, carries -0.03; number 4, P, carries 0.79



(3)
The following is a DFT calculation (ωB97M-V/def2-TZVPD) of C49H51N2P2S4Ti as an isolated structure.

The spin multiplicity is 2. The total energy is -5132.3226 Eh.

Geometry (Å):
Ti (2.02, -1.51, -0.28)
C (-2.04, 4.76, 3.15)
S (-3.31, 4.60, 1.88)
C (-2.47, 3.44, 0.78)
C (-2.33, 2.03, 1.35)
C (-1.83, 1.01, 0.32)
N (-0.35, 0.94, 0.27)
P (0.46, 0.01, 1.52)
C (1.08, 1.32, 2.64)
C (0.84, 2.67, 2.42)
C (1.32, 3.63, 3.31)
C (2.05, 3.24, 4.42)
C (2.30, 1.89, 4.65)
C (1.82, 0.94, 3.76)
C (-0.85, -0.70, 2.60)
C (-1.34, -0.08, 3.75)
C (-2.33, -0.69, 4.52)
C (-2.84, -1.93, 4.15)
C (-2.34, -2.57, 3.02)
C (-1.34, -1.96, 2.27)
P (0.56, 0.60, -1.22)
C (-0.48, 1.13, -2.61)
C (-0.43, 0.35, -3.77)
C (-1.03, 0.79, -4.94)
C (-1.72, 1.99, -4.95)
C (-1.78, 2.77, -3.80)
C (-1.15, 2.35, -2.64)
C (1.78, 2.02, -1.30)
C (1.92, 2.79, -2.45)
C (2.91, 3.77, -2.54)
C (3.78, 3.98, -1.48)
C (3.66, 3.20, -0.34)
C (2.69, 2.22, -0.27)
H (-2.44, 5.44, 3.91)
H (-1.13, 5.19, 2.74)
H (-1.82, 3.81, 3.62)
H (-1.49, 3.87, 0.54)
H (-3.06, 3.43, -0.14)
H (-3.31, 1.71, 1.74)
H (-1.65, 2.05, 2.19)
H (-2.18, 1.30, -0.65)
H (-2.27, 0.04, 0.54)
H (0.30, 2.97, 1.53)
H (1.13, 4.68, 3.12)
H (2.43, 3.99, 5.11)
H (2.88, 1.58, 5.51)
H (2.03, -0.11, 3.93)
H (-0.96, 0.89, 4.06)
H (-2.71, -0.19, 5.40)
H (-3.62, -2.40, 4.74)
H (-2.72, -3.55, 2.73)
H (-0.92, -2.48, 1.43)
H (0.12, -0.59, -3.75)
H (-0.97, 0.19, -5.84)
H (-2.20, 2.33, -5.86)
H (-2.30, 3.73, -3.82)
H (-1.14, 2.99, -1.77)
H (1.27, 2.64, -3.31)
H (3.00, 4.35, -3.45)
H (4.55, 4.74, -1.55)
H (4.36, 3.32, 0.48)
H (2.69, 1.57, 0.59)
C (6.23, -0.04, 1.37)
C (5.02, -0.41, 0.52)
S (3.59, -0.96, 1.41)
C (5.01, -0.29, -0.81)
C (6.20, 0.22, -1.60)
S (3.61, -0.68, -1.81)
H (6.02, -0.20, 2.42)
H (6.51, 1.01, 1.24)
H (7.11, -0.64, 1.11)
H (7.05, 0.45, -0.96)
H (5.93, 1.13, -2.14)
H (6.51, -0.52, -2.34)
C (-3.96, -0.32, -2.95)
C (-4.60, -1.37, -2.05)
C (-5.57, -2.17, -2.93)
C (-5.39, -0.66, -0.93)
C (-3.58, -2.31, -1.40)
C (-4.08, -3.46, -0.78)
C (-3.26, -4.43, -0.26)
C (-1.89, -4.22, -0.32)
S (-0.64, -5.30, 0.17)
C (0.55, -4.12, -0.26)
N (0.08, -2.97, -0.68)
C (-1.33, -3.04, -0.82)
C (-2.20, -2.09, -1.40)
C (1.97, -4.45, -0.20)
C (2.40, -5.78, -0.07)
C (3.74, -6.07, -0.11)
C (4.65, -5.02, -0.29)
C (4.21, -3.72, -0.41)
C (2.85, -3.39, -0.37)
H (-4.75, 0.26, -3.44)
H (-3.36, -0.79, -3.73)
H (-3.33, 0.37, -2.41)
H (-6.28, -1.50, -3.41)
H (-6.14, -2.91, -2.36)
H (-5.02, -2.71, -3.71)
H (-6.08, 0.07, -1.37)
H (-4.71, -0.12, -0.26)
H (-5.97, -1.37, -0.34)
H (-5.16, -3.62, -0.73)
H (-3.66, -5.35, 0.16)
H (-1.78, -1.21, -1.85)
H (1.68, -6.59, 0.03)
H (4.09, -7.09, -0.02)
H (5.72, -5.24, -0.32)
H (4.94, -2.93, -0.53)

These are the Löwdin partial charges, in e, on atoms 1 to 4: number 1, Ti, carries 0.25; number 2, C, carries -0.42; number 3, S, carries 0.81; number 4, C, carries -0.53